Entry from the Open Molecules 2025 dataset: H10LiO5 as an isolated structure in a non-equilibrium geometry (ωB97M-V/def2-TZVPD).

Structure (ORCA input):
```
! RIJCOSX wB97M-V def2-TZVPD def2/J DEFGRID3
* xyz 1 1
O 0.8092 -1.7954 0.5893
O -0.0578 1.9906 1.0803
O 1.9292 1.0936 -1.7487
O -0.8328 0.1226 -1.4127
O -1.9198 -0.7944 1.4413
Li 0.0232 0.0266 0.6623
H 1.6922 -1.4104 0.8723
H 1.1942 -2.4134 0.1433
H -0.7178 2.4206 1.5523
H 1.0232 0.8576 -1.9847
H -1.9208 -1.4814 0.9173
H 0.8222 2.1716 1.2583
H -0.7558 -0.5954 -1.9137
H -1.7538 0.5036 -1.5347
H 2.4792 0.5486 -2.2017
H -2.0148 -1.2454 2.2793
*
```

Calculated values
total energy	-389.5330	a.u.
gap between HOMO and LUMO	11.36	eV
energy above the lowest of the compared OMol25 structures with the same formula, charge and spin	52.3	kcal/mol